[1]
C9H21AgN4O6 as an isolated structure at a distorted geometry. Source: the Open Molecules 2025 dataset; level of theory: ωB97M-V/def2-TZVPD.

The value obtained for the HOMO-LUMO gap is 7.91 eV. For the total energy, the calculation gives -31915.501 eV. The value obtained for the energy above the lowest of the compared OMol25 structures with the same formula, charge and spin is 0.0 kcal/mol. The HOMO energy is -7.51 eV.

The geometry in XYZ format:
```
41
C9H21AgN4O6 (ωB97M-V/def2-TZVPD)
Ag 1.1294 0.1031 -0.2917
N 4.0120 -0.0831 0.9203
O 3.3301 0.9348 0.5629
O 3.8391 -1.1513 0.2797
O 4.8241 -0.0293 1.8486
C -0.8289 -2.3749 -3.5982
C -0.3500 -2.4990 -2.1588
O -0.0185 -1.5182 -1.5094
N -0.2839 -3.7437 -1.6623
C 0.3040 -4.1226 -0.3940
H -0.5465 -1.3778 -3.9319
H -1.9071 -2.4141 -3.7590
H -0.3717 -3.1390 -4.2259
H -0.5921 -4.5441 -2.1871
H 1.1881 -4.7539 -0.5224
H -0.3754 -4.7739 0.1606
H 0.6072 -3.2615 0.1939
C -1.0760 2.8628 -2.9833
C -0.4744 2.6618 -1.6226
O -0.4393 1.5299 -1.1281
N 0.0139 3.7223 -0.9631
C 0.8796 3.6025 0.1847
H -0.6046 2.2043 -3.7114
H -0.8406 3.8792 -3.3050
H -2.1376 2.6299 -2.9811
H -0.1436 4.6367 -1.3480
H 1.5297 4.4750 0.2301
H 1.4913 2.7002 0.1741
H 0.3343 3.5824 1.1318
C -0.3641 -1.6379 3.6916
C -0.5749 -0.4171 2.8420
O 0.3083 -0.1719 2.0046
N -1.5873 0.4089 3.1016
C -1.7550 1.6975 2.4768
H -0.3038 -2.5143 3.0455
H -1.2595 -1.8402 4.2919
H 0.5586 -1.5734 4.2579
H -2.0511 0.1747 3.9655
H -1.3142 2.4400 3.1444
H -2.8134 1.8942 2.2951
H -1.3360 1.8010 1.4796
```

***

[2]
One molecule with the formula C16H15ClN4O. Source: the Open Molecules 2025 dataset; level of theory: ωB97M-V/def2-TZVPD.

The value obtained for the HOMO-LUMO gap is 9.49 eV. For the total energy, the calculation gives -37365.126 eV. The value obtained for the energy above the lowest of the compared OMol25 structures with the same formula, charge and spin is 59.4 kcal/mol. The structure (SMILES) is CCCc1[nH][nH]c(=O)c1[C@H](c1cccc(Cl)c1)C(C#N)C#N. The HOMO energy is -8.94 eV.

The geometry in XYZ format:
```
37
C16H15ClN4O (ωB97M-V/def2-TZVPD)
C -0.7431 -2.6396 -2.7895
C 0.4437 -2.1413 -1.9775
C 0.1791 -2.2822 -0.4711
C 1.2742 -1.6622 0.3240
N 2.3250 -2.4565 0.7178
N 3.2932 -1.6276 1.2615
C 2.7855 -0.3587 1.4245
O 3.3598 0.5643 1.9746
C 1.4810 -0.3953 0.7758
C 0.6679 0.8689 0.7272
C -0.7117 0.6955 0.1474
C -1.0124 0.9344 -1.1869
C -2.2989 0.7355 -1.6602
C -3.3029 0.2947 -0.8180
C -3.0021 0.0621 0.5150
Cl -4.2399 -0.4886 1.5899
C -1.7229 0.2642 1.0010
C 1.5385 1.9374 -0.0017
C 2.0475 1.4205 -1.2518
N 2.4512 0.9785 -2.2256
C 0.8097 3.1645 -0.2225
N 0.2219 4.1285 -0.3949
H -1.6322 -2.0594 -2.5520
H -0.5409 -2.5411 -3.8527
H -0.9465 -3.6861 -2.5728
H 0.6345 -1.0939 -2.2126
H 1.3380 -2.7071 -2.2478
H 0.1070 -3.3411 -0.2126
H -0.7706 -1.8067 -0.2314
H 2.6398 -3.2262 0.1421
H 4.0477 -2.0185 1.8035
H 0.5609 1.2238 1.7613
H -0.2544 1.2780 -1.8732
H -2.5195 0.9279 -2.6988
H -4.3052 0.1378 -1.1831
H -1.5097 0.0795 2.0429
H 2.4048 2.1406 0.6478
```

***

[3]
One molecule with the formula CH3N2PS at a distorted geometry. Source: the Open Molecules 2025 dataset; level of theory: ωB97M-V/def2-TZVPD.

The value obtained for the HOMO-LUMO gap (alpha / beta) is 7.00 / 7.11 eV. For the total energy, the calculation gives -24186.501 eV. The value obtained for the energy above the lowest of the compared OMol25 structures with the same formula, charge and spin is 81.6 kcal/mol. The structure (SMILES) is C=NN=[PH]=S. The HOMO energy (alpha / beta) is -8.41 / -8.38 eV.

The geometry in XYZ format:
```
8
CH3N2PS (ωB97M-V/def2-TZVPD)
C -1.4692 0.7914 -0.0410
N -0.8779 -0.2752 0.3559
N 0.0389 -1.0589 0.2350
P 1.5686 -0.8063 -0.3395
S 2.6054 0.8489 -0.0922
H -1.3798 1.4031 -1.0322
H -2.2759 1.1598 0.6687
H 1.7898 -2.0627 0.2454
```

***

[4]
C30H23N3O5PReS as an isolated structure at a distorted geometry. Source: the Open Molecules 2025 dataset; level of theory: ωB97M-V/def2-TZVPD.

As for the spin multiplicity: 2. The value obtained for the HOMO-LUMO gap (alpha / beta) is 6.64 / 7.05 eV. For the total energy, the calculation gives -68434.861 eV. The value obtained for the energy above the lowest of the compared OMol25 structures with the same formula, charge and spin is 66.4 kcal/mol. The HOMO energy (alpha / beta) is -11.19 / -11.41 eV. As for the charge: +1.

The geometry in XYZ format:
```
64
C30H23N3O5PReS (ωB97M-V/def2-TZVPD)
Re 1.0691 0.2771 1.2034
O -1.8119 2.5990 3.4302
C -1.2946 2.4519 2.3479
O -0.0871 2.2495 2.0503
C -2.2152 2.5803 1.1076
C -3.3474 3.3708 1.2600
C -4.2263 3.5323 0.2042
C -3.9693 2.9166 -1.0113
C -2.8387 2.1382 -1.1683
C -1.9528 1.9538 -0.1018
P -0.5181 0.9034 -0.4976
C -1.1570 -0.6697 -1.1595
C -0.2117 -1.6131 -1.5684
C -0.6189 -2.8324 -2.0764
C -1.9712 -3.1229 -2.1728
C -2.9093 -2.2128 -1.7158
C -2.5094 -0.9917 -1.1967
C 0.2119 1.7930 -1.9063
C 0.6136 1.1582 -3.0768
C 1.1255 1.9028 -4.1257
C 1.2626 3.2759 -4.0095
C 0.8903 3.9100 -2.8335
C 0.3589 3.1760 -1.7891
H -3.5204 3.8507 2.2125
H -5.1078 4.1417 0.3241
H -4.6416 3.0448 -1.8451
H -2.6253 1.6685 -2.1189
H 0.8450 -1.3865 -1.4764
H 0.1167 -3.5531 -2.4024
H -2.2879 -4.0618 -2.5978
H -3.9600 -2.4538 -1.7687
H -3.2473 -0.2955 -0.8244
H 0.5018 0.0909 -3.1846
H 1.4089 1.4048 -5.0406
H 1.6480 3.8496 -4.8387
H 1.0079 4.9793 -2.7393
H 0.0422 3.6730 -0.8830
O 2.9951 -0.1463 1.5404
N 4.0103 0.6950 1.6166
C 5.2000 0.2417 2.0509
C 6.2777 1.0822 2.1163
C 6.1312 2.4205 1.7305
C 4.9147 2.8592 1.2713
C 3.8270 1.9785 1.2169
S 2.2602 2.4131 0.6893
H 5.2209 -0.7990 2.3362
H 7.2227 0.7034 2.4652
H 6.9632 3.1020 1.7980
H 4.7456 3.8767 0.9603
O -1.0449 -0.1447 1.6919
N -1.3638 -1.3751 1.8172
N -0.4224 -2.2134 1.7255
O 0.8065 -1.8345 1.4806
C -0.7218 -3.5878 1.7849
C 0.3046 -4.5181 1.8947
C -0.0109 -5.8649 1.8841
C -1.3299 -6.2705 1.7559
C -2.3492 -5.3334 1.6590
C -2.0533 -3.9856 1.6783
H 1.3269 -4.1864 1.9885
H 0.7742 -6.6002 1.9655
H -1.5634 -7.3218 1.7187
H -3.3732 -5.6548 1.5513
H -2.8217 -3.2340 1.6043
```

***

[5]
C7H5Br3S as an isolated structure at a distorted geometry. Source: the Open Molecules 2025 dataset; level of theory: ωB97M-V/def2-TZVPD.

The value obtained for the HOMO-LUMO gap (alpha / beta) is 7.22 / 6.97 eV. For the total energy, the calculation gives -228296.578 eV. The value obtained for the energy above the lowest of the compared OMol25 structures with the same formula, charge and spin is 0.3 kcal/mol. The HOMO energy (alpha / beta) is -8.53 / -8.41 eV.

The geometry in XYZ format:
```
16
C7H5Br3S (ωB97M-V/def2-TZVPD)
C 2.1883 -1.7826 0.8830
C 2.4712 -1.7546 -0.4903
C 0.9808 -1.0290 1.1416
C 0.4023 -0.5189 -0.0033
C -1.7308 1.3126 -1.3663
C -1.8721 0.4243 -0.2613
C -1.6438 1.7802 0.0817
S 1.1882 -0.8680 -1.4260
Br 0.4787 -0.8170 2.9849
Br 0.0808 2.2638 0.6596
Br -3.0609 2.9140 0.8520
H 2.8130 -2.1506 1.5968
H 3.2861 -2.1747 -0.9061
H -0.7967 1.2822 -1.9557
H -2.4963 1.5963 -2.0583
H -2.2889 -0.4782 0.2677
```

***

[6]
One molecule with the formula C5H7NO2 at a distorted geometry. Source: the Open Molecules 2025 dataset; level of theory: ωB97M-V/def2-TZVPD.

The value obtained for the HOMO-LUMO gap is 7.97 eV. For the total energy, the calculation gives -10881.097 eV. The value obtained for the energy above the lowest of the compared OMol25 structures with the same formula, charge and spin is 58.1 kcal/mol. The structure (SMILES) is COc1[nH]ccc1O. The HOMO energy is -7.17 eV.

The geometry in XYZ format:
```
15
C5H7NO2 (ωB97M-V/def2-TZVPD)
C 1.2111 -1.8199 1.0173
O 1.3739 -0.4599 0.8958
C 0.4086 0.2762 0.2378
N 0.5538 1.6224 0.2239
C -0.3989 2.1908 -0.5257
C -1.2921 1.1809 -0.9010
C -0.7349 -0.0857 -0.6266
O -1.2626 -1.2755 -0.8760
H 1.7103 -2.3351 1.8530
H 1.5753 -2.2870 0.0725
H 0.2652 -2.2535 0.9255
H 1.4564 2.0896 0.3540
H -0.3932 3.2383 -0.3729
H -2.2793 1.3622 -1.4416
H -2.1937 -1.4438 -0.8360
```